Molecular formula: C12H15N5O6
Method: DFT, the ωB97M-V functional and the def2-TZVPD basis

The geometry in XYZ format:
```
38
Properties=species:S:1:pos:R:3:forces:R:3
O 2.112780 0.713847 -2.873110 -2.72 -1.38 0.48
N 0.911642 0.332720 -2.789843 1.10 2.84 -1.57
O -0.024595 0.966309 -3.305055 1.36 -1.27 0.97
C 0.596758 -0.877710 -2.070527 -1.97 -1.49 0.38
C 1.650925 -1.551403 -1.402233 -0.14 -1.35 1.00
C 1.362057 -2.668051 -0.618662 -0.71 0.69 -0.75
N 2.384181 -3.227952 0.250142 2.40 -0.68 1.09
O 2.162957 -4.222135 0.961842 -0.26 1.89 -1.61
O 3.488510 -2.643042 0.229941 -1.78 -0.83 -0.01
C 0.007014 -3.183748 -0.582671 0.03 -0.79 1.83
N -0.536270 -4.127726 0.229081 -0.73 1.41 -1.73
O -1.892306 -4.043623 -0.033309 0.97 1.57 -1.35
N -2.230658 -3.039603 -0.954943 2.57 -0.63 0.69
C -1.016422 -2.506358 -1.292475 -1.40 -0.93 1.23
C -0.735560 -1.327262 -2.015151 1.26 0.99 -0.91
H 2.673275 -1.189207 -1.491596 -0.36 -0.02 0.19
H -1.547724 -0.823989 -2.536604 0.38 0.15 0.18
C 2.839122 1.092967 0.817100 0.16 0.08 0.20
O 1.464609 1.026753 0.460209 0.66 0.69 0.19
C 0.748728 2.082448 1.092977 -0.09 0.56 0.27
C -0.648832 2.061156 0.523326 0.43 -0.09 -0.99
C -1.770522 2.826162 1.238753 0.07 -0.06 0.69
C -2.989259 1.874287 1.197535 -0.12 0.08 -0.25
C -2.405166 0.478886 0.902123 -0.62 -0.56 -0.16
N -1.032609 0.679980 0.541670 -0.49 -0.53 -0.03
H 3.361369 0.381141 0.168782 0.04 0.20 0.29
H 3.248069 2.119541 0.676393 -0.23 -0.60 -0.12
H 2.989735 0.830435 1.887581 -0.09 -0.01 -0.54
H 0.663319 1.869135 2.174587 0.29 0.22 -0.13
H 1.260516 3.052712 0.906953 -0.22 -0.47 0.24
H -0.572679 2.383333 -0.533478 -0.06 0.24 0.22
H -1.508357 2.982438 2.297245 0.12 -0.03 -0.26
H -1.976464 3.818948 0.822892 0.09 -0.30 -0.07
H -3.543894 1.882562 2.139072 0.14 0.03 -0.07
H -3.715252 2.149658 0.424888 0.26 0.07 0.03
H -2.533724 -0.189769 1.772299 0.10 0.12 -0.34
H -2.909730 0.029084 0.028719 -0.35 -0.04 0.50
H -0.335545 -0.012925 0.755549 -0.11 0.22 0.24
```
Forces are in eV/Å.

Its spin multiplicity is 1. The value obtained for the gap between HOMO and LUMO is 5.899 eV. Its total charge is 0. The calculation puts the calculated total energy at -1191.14680 hartree. As for the maximum force: 3.4 eV Å⁻¹. As for the SMILES: O=[N+]([O-])c1cc([N+](=O)[O-])c2nonc2c1.COC[C@@H]1CCCN1.



Molecular formula: C12H15NO
Method: DFT, the ωB97M-V functional and the def2-TZVPD basis

The geometry in XYZ format:
```
29
Properties=species:S:1:pos:R:3:forces:R:3
C 1.125943 -1.608693 2.466586 -0.61 0.53 0.17
C -0.267708 1.377317 0.916780 0.13 -0.24 0.15
C 1.949857 -2.037097 1.376836 0.25 -0.11 -0.54
C 0.295980 0.157856 1.041198 -0.07 0.59 -0.23
C 0.298870 -0.550537 2.313188 0.20 -0.50 0.49
C 1.003335 -0.518577 -0.064062 -0.31 0.22 -0.53
C 0.793582 -0.211922 -1.348671 -2.83 3.12 -0.12
C -0.251319 2.215708 -0.327312 -0.26 -0.19 -0.09
C -0.718498 1.436228 -1.515950 2.44 -3.08 0.45
C -0.591496 -0.100383 3.427799 0.11 0.00 0.00
C 1.399307 -0.696255 -2.592468 0.28 -0.22 0.11
C -2.338672 0.012564 -2.400863 -0.02 -0.27 -0.25
N 1.892335 -1.552801 0.194699 0.67 -0.59 0.12
O -1.957223 0.892394 -1.376233 0.19 0.61 0.25
H 1.173479 -2.156239 3.395620 -0.04 0.00 0.15
H -0.758300 1.821292 1.768017 -0.07 -0.04 0.15
H 2.653524 -2.847107 1.532305 0.08 -0.10 0.08
H -0.877309 3.100162 -0.173551 0.02 0.04 -0.04
H 0.772250 2.551297 -0.528300 -0.03 0.01 -0.10
H -0.467666 1.792454 -2.511605 -0.08 0.12 -0.07
H -1.630939 -0.108451 3.103290 -0.10 0.04 0.02
H -0.346064 0.915999 3.737447 -0.03 0.04 0.04
H -0.481452 -0.757528 4.287988 -0.03 0.01 0.02
H 0.668003 -1.230940 -3.200928 -0.01 -0.01 -0.07
H 2.224114 -1.368831 -2.354587 0.09 -0.08 -0.13
H 1.775429 0.139945 -3.184071 0.00 -0.01 -0.06
H -1.705288 -0.882229 -2.383655 -0.03 0.08 0.02
H -2.261113 0.483193 -3.387945 -0.01 0.01 0.04
H -3.372960 -0.268821 -2.211550 0.05 0.02 -0.04
```
Forces are in eV/Å.

Its spin multiplicity is 1. The value obtained for the gap between HOMO and LUMO is 7.497 eV. Its total charge is 0. The calculation puts the calculated total energy at -596.11857 hartree. As for the maximum force: 4.2 eV Å⁻¹. The calculation puts the energy above the lowest of the compared OMol25 structures with the same formula, charge and spin at 443.9 kJ/mol.



Molecular formula: C12H15NO5V
Method: DFT, the ωB97M-V functional and the def2-TZVPD basis

The geometry in XYZ format:
```
34
Properties=species:S:1:pos:R:3:forces:R:3
V -0.025674 -0.084042 0.659700 -0.84 1.77 0.98
O -0.002125 3.078308 0.242461 -0.26 -5.59 1.73
C -0.041998 1.953400 0.552177 0.29 7.41 -2.01
C -0.016089 -1.989289 0.478282 0.46 -8.94 -0.79
O 0.061491 -3.148496 0.443416 -0.42 5.26 0.18
C 1.896601 -0.066950 0.461421 6.93 -0.38 -1.45
O 3.025875 -0.142079 0.271210 -3.68 0.33 0.82
C -2.022868 -0.080399 0.736767 -6.56 -0.61 -1.79
O -3.125892 -0.180421 0.417230 4.10 0.49 1.59
C -0.045003 0.792879 -4.264275 -0.02 -2.12 0.50
H -0.972863 1.354889 -4.192339 0.08 -0.13 -0.21
H 0.876316 1.367118 -4.220477 -0.06 -0.13 -0.22
C -0.041765 -0.576510 -4.318959 0.00 1.77 0.31
H 0.886154 -1.154763 -4.363867 -0.27 0.31 -0.08
H -0.969884 -1.155899 -4.331157 0.27 0.30 -0.10
O 0.236265 -0.601171 2.524135 -0.18 0.00 -1.12
C 0.424012 -0.109627 3.681268 0.45 -0.45 0.83
C 0.340328 1.398870 3.848537 0.29 -0.30 -0.18
C -0.939143 1.735599 4.581035 -0.40 0.10 0.52
C -0.775502 1.383403 6.063333 -0.26 0.23 0.50
C -0.607446 -0.085107 6.469492 -0.06 -0.27 0.28
C 0.717820 -0.749434 6.067825 -0.35 0.79 0.10
N 0.622071 -1.009425 4.628482 0.55 0.45 -0.33
H 1.198177 1.827602 4.377265 -0.01 -0.33 0.07
H 0.344631 1.864440 2.853939 0.10 -0.36 0.19
H -1.174723 2.803942 4.495386 0.33 -0.16 0.04
H -1.793284 1.239801 4.104663 0.02 -0.21 0.19
H 0.100838 1.935000 6.429548 -0.25 0.10 0.08
H -1.657525 1.757473 6.596832 0.26 0.03 -0.04
H -0.729184 -0.182360 7.556258 0.04 0.18 -0.26
H -1.420460 -0.661703 6.011930 0.06 -0.12 0.20
H 1.592572 -0.113899 6.249333 -0.19 0.02 0.08
H 0.904336 -1.688889 6.599334 -0.22 0.14 -0.35
H 0.698240 -1.986464 4.347217 -0.20 0.41 -0.23
```
Forces are in eV/Å.

Its spin multiplicity is 4. The value obtained for the gap between HOMO and LUMO (alpha / beta) is 5.480 / 4.464 eV. Its total charge is +2. The calculation puts the calculated total energy at -1840.55939 hartree. As for the maximum force: 9.0 eV Å⁻¹.



Molecular formula: C12H16AuN3O6PS2Te
Method: DFT, the ωB97M-V functional and the def2-TZVPD basis

The geometry in XYZ format:
```
42
Properties=species:S:1:pos:R:3:forces:R:3
Au 1.223337 0.147115 -1.733059 0.16 -0.17 0.20
O 0.912468 2.615263 2.294170 -0.07 0.03 0.03
S 1.205905 1.530656 1.387461 0.03 -0.54 0.15
O 0.076836 0.616487 1.170976 -0.03 0.22 -0.02
O 1.857716 1.929699 0.152046 0.05 0.15 -0.17
C 2.516280 0.511263 2.252861 0.71 0.56 -0.27
C 3.098063 1.286912 3.328822 -0.21 -0.12 -0.11
C 4.396014 1.148604 3.737681 0.02 -0.04 0.00
C 5.249197 0.277755 3.060489 -0.02 0.01 0.00
C 4.769743 -0.423463 1.957479 0.09 -0.04 0.02
C 3.473566 -0.301485 1.506212 -0.28 0.04 0.17
S 3.093698 -1.346393 0.086949 0.04 0.35 0.01
O 1.732522 -1.811367 0.251000 0.04 -0.06 -0.02
O 4.130432 -2.346743 0.058983 -0.01 -0.08 -0.04
O 3.219314 -0.434651 -1.108834 -0.25 -0.01 -0.05
H 2.430451 1.975267 3.824493 0.02 0.04 0.00
H 4.756126 1.734618 4.574387 0.00 -0.01 0.00
H 6.280600 0.161385 3.367255 0.00 -0.01 0.00
H 5.424672 -1.100820 1.428519 -0.01 0.00 -0.03
Te 1.025380 -0.944975 3.454934 -0.27 -0.28 0.25
C -3.587035 -0.041417 -0.159107 -0.02 0.00 0.11
N -3.002088 -1.316171 -0.570587 -0.02 -0.02 -0.04
C -3.543548 -1.681868 -1.873825 -0.02 -0.03 0.03
N -3.370431 -0.663379 -2.915611 0.02 0.02 0.01
C -3.952955 0.586839 -2.421939 0.02 0.02 0.01
N -3.424891 1.035585 -1.138027 -0.04 0.04 -0.01
C -2.020735 1.447676 -1.244108 -0.02 0.02 -0.10
P -0.980846 0.040882 -1.789142 0.45 0.06 0.05
C -1.536810 -1.240833 -0.598935 -0.08 -0.10 -0.09
C -1.950043 -0.487171 -3.251665 -0.13 -0.03 -0.04
H -3.135559 0.269512 0.783976 0.01 -0.02 -0.01
H -4.658636 -0.194580 -0.004108 0.00 0.00 -0.02
H -4.616975 -1.852342 -1.756533 0.00 0.00 -0.02
H -3.077004 -2.611368 -2.206021 0.00 0.00 0.00
H -5.027984 0.428158 -2.304718 0.00 -0.01 -0.01
H -3.797454 1.372021 -3.165209 0.01 -0.01 -0.01
H -1.645362 1.794542 -0.281774 0.00 -0.02 0.05
H -1.924363 2.266403 -1.962672 -0.04 0.00 0.03
H -1.127053 -1.003038 0.381828 -0.03 0.04 -0.04
H -1.108528 -2.199784 -0.900492 -0.05 -0.01 0.00
H -1.537649 -1.427596 -3.625125 -0.03 0.00 0.00
H -1.846373 0.252800 -4.049028 -0.03 0.00 -0.01
```
Forces are in eV/Å.

Its spin multiplicity is 3. The value obtained for the gap between HOMO and LUMO (alpha / beta) is 6.514 / 6.126 eV. Its total charge is -1. The calculation puts the calculated total energy at -2624.05746 hartree. As for the maximum force: 0.9 eV Å⁻¹. The calculation puts the energy above the lowest of the compared OMol25 structures with the same formula, charge and spin at 67.4 kJ/mol.